1.
Formula: C19H33N5OSSbSe4SiTc
Source: the Open Molecules 2025 dataset
Level of theory: ωB97M-V/def2-TZVPD

Properties
charge = +2
energy relative to the best compared isomer or geometry (same formula, charge and spin) = 0.79 kcal/mol
orbital gap (alpha / beta) = 0.2071 / 0.2054 hartree
lowest unoccupied orbital energy (alpha / beta) = -0.2834 / -0.2851 Eh
largest force on an atom = 0.310 eV Å⁻¹

Atoms and positions in Å:
1 Sb -4.8368 3.1368 -1.2842
2 Tc -0.3774 0.6749 -0.5072
3 Se -4.3330 0.9907 -2.7018
4 Se -1.2523 2.6807 -0.8224
5 Se -4.4838 -0.7641 -1.2212
6 Se -5.2933 2.3670 0.8538
7 S -2.7281 -0.2833 0.0928
8 Si 2.5269 1.5108 0.9063
9 O -0.1458 0.3824 1.5426
10 N 0.2416 -1.5113 -0.5667
11 N -0.2586 0.4003 3.7731
12 N -0.4457 0.2384 -2.6687
13 N -1.8697 1.4987 2.5468
14 N 1.4863 1.0026 -0.5234
15 C 2.9404 1.6350 -3.8865
16 C -3.0592 -1.3012 1.5173
17 C 3.7701 0.5304 -4.0377
18 C 3.1133 -0.2526 -1.8587
19 C -2.2389 -2.3714 1.8580
20 C 4.0880 2.2305 0.1978
21 C 2.1819 1.7889 -2.7350
22 C -4.4377 -1.7335 3.4322
23 C 2.2557 0.8378 -1.7173
24 C -0.4401 -2.5739 -1.3465
25 C -2.5104 -3.1065 3.0030
26 C -4.1627 -0.9798 2.3025
27 C -0.3786 -2.2538 -2.8253
28 C -3.6089 -2.7896 3.7890
29 C -1.1246 -0.9850 -3.1829
30 C 1.6474 2.8447 1.8741
31 C 3.8573 -0.4098 -3.0214
32 C -0.7613 0.7602 2.5907
33 C 2.9648 -0.0264 1.8825
34 H 0.5133 0.2420 -3.0168
35 H 4.7732 1.4697 -0.1769
36 H -2.1357 -1.0130 -2.7816
37 H 2.8899 2.3843 -4.6654
38 H -0.6966 0.6478 4.6436
39 H 1.7958 2.7096 2.9479
40 H 3.3606 0.2567 2.8617
41 H 4.3590 0.4133 -4.9369
42 H 0.0385 -3.5337 -1.1444
43 H -3.8277 -3.3742 4.6722
44 H -1.8745 -3.9409 3.2670
45 H 2.1264 -0.7053 2.0341
46 H 3.7609 -0.5786 1.3785
47 H 2.0783 3.8128 1.6126
48 H -0.8852 1.0313 -3.1265
49 H -0.8295 -3.0796 -3.3765
50 H 1.2171 -1.4864 -0.8608
51 H 0.6229 -0.0829 3.7969
52 H 0.5777 2.9088 1.6831
53 H -1.2017 -0.8929 -4.2673
54 H 4.6018 2.7776 0.9929
55 H -2.3560 1.7650 3.3869
56 H 3.2313 -0.9601 -1.0435
57 H -1.4079 -2.6578 1.2314
58 H -2.3600 1.6086 1.6705
59 H -4.8055 -0.1571 2.0179
60 H 1.5435 2.6557 -2.6043
61 H 3.8951 2.9401 -0.6088
62 H 4.5205 -1.2586 -3.1228
63 H -5.3041 -1.4945 4.0341
64 H 0.2654 -1.7489 0.4240
65 H 0.6634 -2.1936 -3.1607
66 H -1.4771 -2.6335 -1.0177

Atom charges from the Mulliken analysis, given in e for atoms 1 to 4:
1 Sb 0.541
2 Tc -0.178
3 Se -0.213
4 Se -0.442



2.
Formula: C7H8
Source: the Open Molecules 2025 dataset
Level of theory: ωB97M-V/def2-TZVPD

Properties
charge = 0
energy relative to the best compared isomer or geometry (same formula, charge and spin) = 132.04 kcal/mol
orbital gap = 0.3816 hartree
lowest unoccupied orbital energy = 0.0384 Eh
largest force on an atom = 5.893 eV Å⁻¹
SMILES = C#CC1=CC1(C)C

Atoms and positions in Å:
1 C -3.9699 0.2410 0.3343
2 C -0.5651 -1.0290 -1.1518
3 C -2.8779 -0.0061 -0.0680
4 C -1.3278 -0.3536 -0.3880
5 C 0.1673 -0.1354 -0.2185
6 C 0.7969 -0.9092 1.0217
7 C 0.8682 1.0150 -0.7916
8 H -4.9689 0.5813 0.6887
9 H 0.7793 -1.9699 0.7803
10 H 1.0875 0.8890 -1.9452
11 H 1.9549 1.1697 -0.3655
12 H 0.1408 -0.7180 1.8977
13 H -0.5847 -1.8318 -1.8290
14 H 0.2493 1.9213 -0.6646
15 H 1.7949 -0.4634 1.1688

Atom charges from the Mulliken analysis, given in e for atoms 1 to 4:
1 C 0.192
2 C -1.112
3 C -0.678
4 C 0.459